{"formula": "C49H49BaN16O3PS", "method": "ωB97M-V with the def2-TZVPD basis set", "species": ["Ba", "C", "N", "C", "C", "C", "C", "C", "C", "C", "C", "H", "H", "H", "H", "H", "H", "H", "H", "H", "H", "H", "H", "N", "C", "N", "N", "N", "N", "C", "N", "N", "N", "N", "H", "S", "N", "C", "C", "C", "C", "C", "N", "C", "C", "N", "C", "C", "C", "C", "C", "N", "H", "H", "H", "H", "H", "H", "C", "O", "C", "C", "O", "C", "H", "H", "H", "H", "H", "H", "H", "H", "H", "H", "O", "C", "C", "C", "C", "C", "C", "C", "N", "C", "C", "N", "H", "H", "H", "H", "H", "H", "H", "C", "P", "C", "C", "C", "C", "C", "C", "C", "C", "C", "C", "C", "C", "H", "H", "H", "H", "H", "H", "H", "H", "H", "H", "H", "H", "H"], "xyz": [[0.400427, -1.165381, 0.376832], [-3.748909, -1.506311, -0.517503], [-2.639153, -1.234416, -1.410574], [-2.718750, -2.053690, -2.599576], [-2.585011, 0.193422, -1.740322], [-1.340669, 0.570836, -2.506617], [-1.445030, 1.083477, -3.802930], [-0.308156, 1.491131, -4.494846], [0.930713, 1.386267, -3.874997], [1.024703, 0.849156, -2.587209], [-0.099108, 0.419231, -1.880229], [-4.723828, -1.279395, -0.989196], [-3.647032, -0.899333, 0.380272], [-3.736431, -2.558370, -0.222143], [-3.658834, -1.886160, -3.160655], [-2.663949, -3.110375, -2.322915], [-1.877546, -1.826764, -3.251704], [-2.567380, 0.725357, -0.786072], [-3.493413, 0.499818, -2.298517], [-2.421520, 1.149977, -4.282510], [-0.387880, 1.891639, -5.500986], [1.833570, 1.693585, -4.401669], [2.007174, 0.726223, -2.158121], [3.121612, -3.829598, 0.132973], [2.589274, -3.746803, 1.401457], [2.934623, -4.610939, 2.355248], [2.176008, -4.268914, 3.405956], [1.429214, -3.258766, 3.103231], [1.663117, -2.884143, 1.825665], [3.366660, -2.745055, -0.689534], [4.346179, -2.779413, -1.588998], [4.277784, -1.588115, -2.195417], [3.321650, -0.888984, -1.682803], [2.697957, -1.589802, -0.715688], [3.828612, -4.542713, 0.054796], [-1.417808, -8.163396, -4.977410], [-0.828528, -6.692709, -5.364844], [-0.587398, -6.068054, -4.228113], [-0.082442, -4.722638, -4.091315], [0.312277, -3.941681, -5.182983], [0.768214, -2.663391, -4.959286], [0.804933, -2.185951, -3.642051], [0.437744, -2.913162, -2.607917], [0.017751, -4.165994, -2.805210], [-0.314100, -4.963855, -1.625893], [-0.194181, -4.368966, -0.444280], [-0.387861, -5.070251, 0.654864], [-0.726405, -6.429029, 0.641368], [-0.906983, -7.046591, -0.575063], [-0.711266, -6.304709, -1.745836], [-0.905561, -6.848770, -3.067700], [-1.379120, -8.046839, -3.350472], [0.246042, -4.370872, -6.174697], [1.095684, -2.040525, -5.779900], [1.140976, -1.177372, -3.417431], [-0.258452, -4.543867, 1.594766], [-0.830696, -6.970925, 1.570752], [-1.184712, -8.088908, -0.665302], [0.396965, 1.072840, 3.485975], [1.250220, 0.196594, 2.777600], [2.559755, 0.115727, 3.307681], [3.545996, 1.083405, 2.668639], [3.888255, 0.612154, 1.396205], [4.516201, 1.583142, 0.589601], [0.289028, 0.745234, 4.528788], [-0.572245, 1.035463, 2.987347], [0.775892, 2.097784, 3.477109], [2.905687, -0.901398, 3.113464], [2.537134, 0.289083, 4.390087], [4.447430, 1.154807, 3.300097], [3.101477, 2.087107, 2.602568], [5.477965, 1.900714, 1.021139], [3.874788, 2.462398, 0.465925], [4.675788, 1.121475, -0.380739], [-2.040144, 1.035900, 1.389719], [-3.236697, 1.168017, 1.785478], [-4.097388, 2.184170, 1.254116], [-5.374759, 2.392223, 1.717846], [-5.912436, 1.584585, 2.723901], [-5.129074, 0.565189, 3.237443], [-3.824277, 0.336190, 2.802499], [-3.032683, -0.739351, 3.382149], [-2.027657, -1.387968, 2.831636], [-1.589477, -2.301133, 3.758772], [-2.337794, -2.212194, 4.893020], [-3.256344, -1.214450, 4.647619], [-3.693411, 2.801771, 0.459407], [-5.975969, 3.194396, 1.300451], [-6.924454, 1.738406, 3.078890], [-5.561058, -0.092510, 3.988116], [-0.738715, -2.932232, 3.560171], [-2.299632, -2.739110, 5.830688], [-3.952854, -0.890966, 5.290100], [-0.701382, 3.540974, -0.023217], [1.112170, 3.491793, 0.249084], [1.529780, 4.817641, -0.972559], [1.367939, 6.184111, -0.752883], [1.641853, 7.094595, -1.763228], [2.059731, 6.650370, -3.010528], [2.212410, 5.291597, -3.242730], [1.962346, 4.382552, -2.224736], [1.322800, 4.490163, 1.779623], [0.328211, 4.624845, 2.745164], [0.587132, 5.281356, 3.941969], [1.840649, 5.818661, 4.190149], [2.841002, 5.691659, 3.233413], [2.586260, 5.025088, 2.047013], [-1.175795, 2.737487, 0.547211], [-0.855824, 3.332898, -1.083764], [-1.129231, 4.514755, 0.229224], [1.021484, 6.542519, 0.208807], [1.523612, 8.156768, -1.580469], [2.269503, 7.363522, -3.799374], [2.524215, 4.935243, -4.217144], [2.080901, 3.319157, -2.394164], [-0.654413, 4.204461, 2.563752], [-0.193652, 5.363172, 4.688979], [2.042318, 6.331373, 5.122978], [3.825376, 6.105414, 3.418897], [3.370303, 4.922140, 1.304279]], "atomic_forces_ev_per_a": [[-2.24, 0.99, 0.03], [0.12, 0.02, 0.03], [0.06, 0.01, 0.03], [0.03, -0.01, 0.05], [0.04, -0.04, 0.04], [0.07, 0.27, -0.55], [-0.20, -0.14, 0.09], [0.09, 0.04, -0.04], [0.12, -0.01, -0.01], [-0.45, 0.63, -0.64], [0.14, 0.05, 0.70], [0.00, -0.03, 0.01], [-0.04, -0.03, 0.00], [-0.04, -0.01, -0.02], [0.00, 0.00, 0.01], [-0.06, 0.00, -0.01], [-0.06, 0.01, -0.07], [-0.07, 0.02, -0.06], [-0.01, -0.08, 0.01], [0.02, 0.06, 0.00], [-0.03, -0.02, 0.00], [-0.04, 0.04, -0.04], [0.12, 0.12, 0.01], [-0.07, -0.23, -0.05], [-0.04, -0.07, 0.61], [0.05, -0.08, -0.21], [-0.11, -0.04, -0.02], [0.06, 0.06, 0.22], [0.86, -0.99, 0.23], [0.26, 0.45, -0.37], [-0.07, -0.35, 0.19], [-0.05, 0.09, 0.01], [0.25, 0.22, -0.11], [1.04, -0.75, -0.20], [0.03, 0.02, 0.00], [0.12, 0.21, 0.19], [-0.09, -0.26, 0.10], [-0.12, -0.16, 0.05], [0.15, 0.42, 0.10], [-0.08, 0.00, 0.08], [-0.05, -0.23, -0.02], [0.19, 0.09, -0.25], [-0.02, -0.14, 0.38], [0.11, 0.19, -0.75], [-0.16, -0.37, 0.09], [0.11, 0.42, 0.54], [-0.09, -0.28, 0.07], [0.03, 0.00, -0.08], [0.02, 0.14, -0.17], [0.00, 0.12, 0.48], [0.05, -0.06, -0.29], [0.01, 0.00, -0.26], [0.03, 0.06, -0.04], [0.00, 0.08, 0.06], [-0.03, -0.22, -0.12], [0.02, -0.02, 0.01], [-0.03, 0.03, 0.02], [-0.02, -0.01, 0.08], [-0.21, 0.00, 0.05], [0.17, 0.01, -0.13], [0.32, -0.09, -0.11], [-0.26, 0.06, 0.16], [-0.10, 0.01, -0.19], [-0.01, -0.15, 0.07], [0.03, -0.04, -0.04], [0.00, 0.07, 0.01], [0.09, 0.06, -0.01], [0.01, -0.01, 0.10], [-0.05, -0.06, 0.00], [-0.04, 0.01, 0.05], [-0.02, 0.03, 0.01], [-0.02, -0.03, 0.00], [-0.02, 0.02, 0.00], [0.03, -0.01, -0.07], [0.06, -0.01, -0.11], [0.10, 0.09, 0.06], [-0.05, 0.09, -0.03], [0.04, -0.05, 0.02], [-0.14, 0.02, 0.09], [0.03, 0.00, -0.02], [-0.14, 0.12, -0.07], [0.05, -0.06, 0.14], [0.20, -0.16, -0.17], [-0.15, -0.05, 0.15], [0.03, -0.09, 0.00], [0.09, -0.10, -0.09], [0.04, 0.01, 0.03], [0.01, -0.02, -0.05], [0.01, -0.02, 0.00], [0.01, -0.02, -0.01], [0.04, 0.01, 0.11], [0.02, 0.00, -0.01], [-0.04, 0.15, -0.03], [0.07, -0.12, 0.18], [-0.18, 0.43, -0.19], [0.20, -0.20, -0.03], [-0.01, 0.01, -0.07], [-0.02, 0.04, 0.01], [0.04, 0.01, -0.06], [0.00, 0.01, -0.03], [0.01, 0.04, 0.08], [-0.02, -0.19, 0.03], [-0.02, 0.01, -0.09], [0.00, 0.02, 0.08], [-0.01, 0.02, 0.01], [0.05, 0.01, -0.01], [-0.06, 0.00, 0.05], [-0.10, 0.00, -0.02], [-0.01, -0.07, 0.01], [0.03, 0.02, -0.04], [0.02, -0.01, 0.03], [-0.02, -0.01, 0.01], [-0.02, 0.00, 0.00], [0.02, -0.01, 0.01], [0.00, 0.01, -0.06], [0.01, -0.02, 0.02], [-0.01, 0.01, -0.02], [-0.01, -0.01, 0.00], [0.00, 0.00, 0.00], [0.03, 0.00, 0.03]], "mulliken_charge": [1.14, -0.81, 1.24, -1.17, -0.12, -0.87, -0.10, -1.14, 0.15, -2.22, 2.72, 0.31, -0.06, 0.24, 0.32, 0.20, 0.24, -1.06, 0.17, 0.31, 0.25, 0.41, 0.37, 0.17, -0.19, -0.64, -0.94, -0.39, 1.03, -0.19, -0.66, -1.02, -0.26, 0.94, 0.28, 0.05, -0.73, 0.69, 0.47, -0.68, -0.92, -0.08, 0.95, -0.51, -0.54, 0.55, -0.11, -1.01, -0.63, 0.49, 0.88, -0.74, 0.49, 0.50, -0.13, 0.18, 0.46, 0.48, -0.06, 0.58, -1.08, 0.04, -0.11, -0.60, 0.35, -0.51, 0.24, 0.15, 0.40, 0.39, -0.12, 0.35, 0.09, 0.22, 0.36, -0.09, -0.87, -0.82, -0.95, -0.71, 0.72, -0.21, 0.34, -0.22, -1.18, -0.01, 0.34, 0.40, 0.33, 0.37, 0.34, 0.43, 0.19, -0.52, 1.06, 0.20, -0.38, -0.66, -0.43, -0.59, -0.13, 0.21, -0.73, -0.47, -0.50, -0.68, -0.31, -0.39, 0.54, 0.57, 0.35, 0.38, 0.35, 0.43, 0.02, 0.40, 0.39, 0.35, 0.36, 0.34], "mol_weight_g_mol": 1110.4, "max_force_ev_per_a": 2.45, "lumo_energy_ev": 3.13, "total_charge": -2, "e_homo_ev": -1.748, "e_tot_ev": -102412.6136}